1.
The following is a quantum chemistry calculation of a 2-piece molecular cluster, C3H8N4 overall at a distorted geometry, from OMol25.

Each line ends with the Löwdin charge.
Geometry (Å):
1 N 2.762 1.145 -0.411  0.069
2 C 2.141 -0.024 -0.125  -0.387
3 N 1.031 -0.040 0.479  0.058
4 H 3.737 1.149 -0.651  0.084
5 H 2.384 1.974 0.017  0.093
6 H 0.625 -0.964 0.586  0.024
7 H 2.678 -0.902 -0.508  0.122
8 C -2.007 -1.183 -0.465  -0.382
9 C -1.919 1.079 0.249  -0.022
10 N -2.491 0.056 -0.191  0.012
11 N -1.759 -2.119 0.344  0.072
12 H -1.829 -1.847 1.325  0.044
13 H -1.982 -1.416 -1.528  0.108
14 H -0.842 1.145 0.410  0.038
15 H -2.529 1.947 0.469  0.067

The value obtained for the total energy is -338.08429 Ha. The calculation puts the LUMO energy at 0.901 eV. Its SMILES is [H]/N=C\N=C.[H]/N=C/N. As for the multiplicity: 1. The calculation puts the HOMO-LUMO gap at 10.03 eV.


2.
The following is a quantum chemistry calculation of C52H47N5O6P2S3Sr as an isolated structure at a distorted geometry, from OMol25.

Each line ends with the Löwdin charge.
Geometry (Å):
1 Sr 0.418 0.171 0.895  1.352
2 O -1.442 -0.297 -2.936  0.051
3 C -1.176 -0.716 -1.630  -0.677
4 O -0.013 -0.403 -1.168  -0.332
5 C -2.353 -0.261 -0.744  -0.153
6 C -3.699 -0.374 -1.090  0.034
7 C -4.646 -0.052 -0.140  -0.019
8 C -4.241 0.339 1.139  0.012
9 C -2.889 0.426 1.387  -0.195
10 N -1.979 0.162 0.448  0.056
11 C -2.254 0.798 2.707  -0.484
12 O -3.013 0.755 3.801  0.152
13 O -1.108 1.168 2.772  0.009
14 H -0.591 -0.387 -3.395  0.091
15 H -3.974 -0.709 -2.080  0.129
16 H -5.699 -0.116 -0.375  0.116
17 H -4.983 0.578 1.890  0.118
18 H -3.849 0.310 3.612  0.114
19 O -1.512 -1.657 2.643  -0.529
20 S -1.545 -2.767 3.664  1.022
21 C -0.092 -2.524 4.710  -0.315
22 C -0.170 -1.169 5.416  -0.220
23 C 1.223 -0.594 5.696  -0.193
24 C 1.956 -0.392 4.371  -0.306
25 S 2.642 1.216 3.821  1.026
26 O 1.971 1.468 2.491  -0.644
27 C 1.912 2.337 4.987  -0.401
28 C 2.602 2.576 6.169  -0.095
29 C 2.062 3.448 7.101  -0.077
30 C 0.854 4.084 6.835  -0.076
31 C 0.188 3.850 5.640  -0.061
32 C 0.714 2.970 4.703  -0.063
33 C -1.003 -4.224 2.798  -0.391
34 C -0.938 -5.439 3.466  -0.090
35 C -0.512 -6.561 2.775  -0.077
36 C -0.175 -6.462 1.430  -0.072
37 C -0.267 -5.246 0.773  -0.062
38 C -0.685 -4.112 1.455  -0.085
39 H 0.770 -2.621 4.048  0.042
40 H -0.075 -3.361 5.411  0.102
41 H -0.739 -1.254 6.344  0.118
42 H -0.699 -0.457 4.777  0.087
43 H 1.796 -1.280 6.323  0.120
44 H 1.113 0.335 6.259  0.099
45 H 1.276 -0.577 3.542  0.033
46 H 2.784 -1.091 4.247  0.077
47 H 3.550 2.086 6.357  0.114
48 H 2.587 3.642 8.026  0.106
49 H 0.440 4.773 7.558  0.104
50 H -0.746 4.354 5.431  0.107
51 H 0.214 2.777 3.765  0.086
52 H -1.216 -5.512 4.511  0.108
53 H -0.446 -7.514 3.283  0.105
54 H 0.161 -7.340 0.895  0.107
55 H -0.004 -5.170 -0.274  0.105
56 H -0.758 -3.157 0.956  0.082
57 C 1.525 2.131 -3.522  -0.392
58 C 0.754 2.528 -2.249  -0.385
59 P 1.745 2.349 -0.690  1.003
60 C 0.829 3.509 0.441  -0.371
61 C -0.560 3.561 0.480  -0.110
62 C -1.221 4.436 1.338  -0.083
63 C -0.493 5.272 2.165  -0.095
64 C 0.897 5.214 2.149  -0.080
65 C 1.552 4.335 1.306  -0.093
66 C 3.197 3.405 -1.048  -0.423
67 C 3.082 4.644 -1.670  -0.095
68 C 4.207 5.419 -1.904  -0.077
69 C 5.458 4.967 -1.504  -0.084
70 C 5.581 3.738 -0.873  -0.078
71 C 4.454 2.959 -0.652  -0.112
72 P 2.958 0.967 -3.349  1.070
73 C 3.721 1.110 -5.017  -0.376
74 C 3.317 1.978 -6.027  -0.099
75 C 3.980 2.005 -7.250  -0.090
76 C 5.056 1.166 -7.481  -0.095
77 C 5.471 0.296 -6.479  -0.085
78 C 4.814 0.275 -5.263  -0.107
79 C 2.293 -0.738 -3.506  -0.392
80 C 2.553 -1.629 -2.465  -0.106
81 C 2.187 -2.974 -2.571  -0.063
82 C 1.557 -3.431 -3.727  -0.098
83 C 1.272 -2.544 -4.758  -0.083
84 C 1.638 -1.209 -4.648  -0.104
85 H 2.019 3.041 -3.873  0.060
86 H 0.835 1.807 -4.306  0.084
87 H -0.128 1.896 -2.135  0.051
88 H 0.421 3.562 -2.358  0.078
89 H -1.148 2.930 -0.180  0.099
90 H -2.303 4.470 1.342  0.105
91 H -1.001 5.967 2.821  0.102
92 H 1.472 5.854 2.807  0.110
93 H 2.634 4.294 1.315  0.110
94 H 2.108 5.018 -1.964  0.109
95 H 4.108 6.379 -2.394  0.103
96 H 6.337 5.572 -1.687  0.102
97 H 6.554 3.381 -0.563  0.104
98 H 4.547 1.987 -0.182  0.105
99 H 2.473 2.639 -5.884  0.087
100 H 3.647 2.686 -8.023  0.100
101 H 5.568 1.185 -8.434  0.100
102 H 6.312 -0.364 -6.648  0.102
103 H 5.146 -0.408 -4.488  0.105
104 H 3.046 -1.272 -1.568  0.097
105 H 2.402 -3.656 -1.758  0.105
106 H 1.286 -4.485 -3.835  0.086
107 H 0.789 -2.904 -5.657  0.104
108 H 1.462 -0.537 -5.482  0.108
109 N -1.391 -2.256 -1.576  0.263
110 C -1.630 -3.086 -2.378  -0.180
111 N -2.024 -3.990 -3.114  0.149
112 C -1.391 -4.817 -3.911  -0.365
113 N -0.915 -5.568 -4.644  0.132
114 S 2.931 -3.914 2.717  0.520
115 C 2.244 -2.630 1.980  -0.995
116 N 1.732 -1.678 1.526  -0.104

The value obtained for the total energy is -4643.05452 Ha. The calculation puts the LUMO energy at -0.463 eV. As for the multiplicity: 1. The calculation puts the HOMO-LUMO gap at 7.26 eV.


> Which of these has the highest HOMO-LUMO gap?

C3H8N4


> Which formula does entry 2 have?

C52H47N5O6P2S3Sr


> Look up the multiplicity of the first one.

1


> Which formula does entry 2 have?

C52H47N5O6P2S3Sr